DFT (ωB97M-V with the def2-TZVPD basis set) results for the molecule C5H6O2S in a non-equilibrium geometry.

Structure (XYZ):
```
14
Properties=species:S:1:pos:R:3:forces:R:3:nbo_charge:R:1
S -0.681178 -2.775557 0.524188 0.74 0.20 -0.01 2.16
O -0.112935 -3.545337 1.583325 0.55 0.33 0.92 -0.92
O -1.734072 -3.431705 -0.159301 -1.12 -0.23 -1.32 -0.92
C -0.217362 1.318798 0.246545 4.12 0.59 -4.54 -0.65
C -0.145117 -0.160235 0.200891 -4.39 -4.22 2.99 0.09
C -1.183574 -1.137253 0.909136 4.56 5.32 -2.87 -0.56
C 0.688528 -2.251438 -0.545831 -1.18 -1.00 0.43 -0.39
C 0.803922 -0.942500 -0.562548 1.13 -0.24 -1.12 -0.27
H -0.312940 1.756540 -0.913719 0.08 -1.25 2.82 0.23
H 1.285757 -2.943929 -1.131757 -0.23 -0.10 0.41 0.25
H 0.809966 1.828099 0.556329 -2.38 -1.12 -0.05 0.25
H -1.074499 1.547991 0.726543 -2.33 1.55 1.94 0.23
H -2.091471 -0.701723 1.366278 0.71 -0.93 -0.13 0.26
H 1.585722 -0.650812 -1.269813 -0.27 1.10 0.55 0.24
```
Forces are in eV/Å.

Output
HOMO energy, eV: -9.04
Structure (SMILES): CC1=CS(=O)(=O)C=C1
Multiplicity: 1
Largest force on an atom, eV/Å: 7.57
Electronic energy, eV: -20208.32059
Energy above the lowest of the compared OMol25 structures with the same formula, charge and spin, eV: 3.886
Net charge: 0
Kohn-Sham gap, eV: 8.01


DFT (ωB97M-V with the def2-TZVPD basis set) results for the molecule C5H6O3 in a non-equilibrium geometry.

Structure (XYZ):
```
14
Properties=species:S:1:pos:R:3:forces:R:3:nbo_charge:R:1
O -2.009452 -1.860735 -0.013577 -0.76 1.20 -0.03 -0.66
O -2.451411 1.025693 -0.169373 -0.44 1.07 1.63 -0.69
O 0.258174 -1.226541 -0.110654 -1.25 1.03 0.24 -0.41
C 2.328287 -0.210520 -0.065565 1.61 0.25 1.30 -0.66
C -0.001016 1.060687 -0.029595 2.60 -1.04 -0.76 -0.34
C -1.222927 0.419712 -0.140516 -1.59 0.02 0.81 0.08
C -1.041098 -0.908984 -0.035586 -1.01 -0.46 -0.95 0.51
C 0.884511 0.021895 -0.105599 0.84 -1.53 0.33 0.28
H 2.715919 -0.803532 0.806019 -0.96 0.33 -0.37 0.22
H -2.841434 -1.289165 -0.028398 1.23 -1.28 0.04 0.50
H 2.727479 0.764937 0.129553 0.89 0.60 -0.35 0.22
H 0.258571 2.099747 0.021966 -0.08 0.17 -0.11 0.24
H 2.841017 -0.713728 -0.894489 -0.62 0.49 -0.35 0.23
H -2.446618 1.620533 0.635810 -0.46 -0.86 -1.41 0.48
```
Forces are in eV/Å.

Output
HOMO energy, eV: -7.65
Structure (SMILES): Cc1cc(O)c(O)o1
Multiplicity: 1
Largest force on an atom, eV/Å: 2.90
Electronic energy, eV: -11423.01712
Energy above the lowest of the compared OMol25 structures with the same formula, charge and spin, eV: 1.395
Net charge: 0
Kohn-Sham gap, eV: 8.18


DFT (ωB97M-V with the def2-TZVPD basis set) results for the molecule C5H6O3 in a non-equilibrium geometry.

Structure (XYZ):
```
14
Properties=species:S:1:pos:R:3:forces:R:3:nbo_charge:R:1
O 3.345440 1.162328 0.035622 0.53 -0.64 -0.52 -0.53
O 0.868106 -1.643922 -0.177537 -1.23 -1.45 -0.46 -0.49
O -2.056974 -0.990540 0.487174 1.83 -1.28 0.26 -0.72
C 2.973872 0.004088 -0.086149 0.05 0.10 1.10 0.31
C 1.642909 -0.356012 0.152644 -3.81 0.84 -0.42 0.05
C -1.020685 0.040457 0.445686 -2.72 -0.04 -0.74 0.00
C -1.664894 1.050194 -0.632142 1.65 0.15 3.70 -0.59
C 0.291937 -0.448272 0.065827 4.32 0.44 1.27 0.43
H -1.647532 -1.899289 0.617080 -0.61 1.66 -0.12 0.49
H -2.627684 1.236219 -0.049796 1.13 0.41 -1.52 0.24
H -0.995656 0.520485 1.438558 0.50 -0.15 -0.40 0.23
H 3.567392 -0.940528 -0.168334 0.56 0.82 -0.44 0.14
H -1.773706 0.344445 -1.420909 -0.35 0.40 -1.29 0.23
H -0.902522 1.920344 -0.707723 -1.83 -1.26 -0.43 0.23
```
Forces are in eV/Å.

Output
HOMO energy (spin up / spin down), eV: -8.57 / -8.57
Structure (SMILES): C[C@@H](O)C1=C(C=O)O1
Multiplicity: 1
Largest force on an atom, eV/Å: 4.53
Electronic energy, eV: -11419.24279
Energy above the lowest of the compared OMol25 structures with the same formula, charge and spin, eV: 5.169
Net charge: 0
Kohn-Sham gap (spin up / spin down), eV: 7.80 / 7.80


DFT (ωB97M-V with the def2-TZVPD basis set) results for a structure of composition C5H6O3 in a non-equilibrium geometry.

Structure (XYZ):
```
14
Properties=species:S:1:pos:R:3:forces:R:3:nbo_charge:R:1
O -1.702567 -0.295770 -0.508247 1.72 -0.24 -0.01 -0.51
O 0.148828 0.408804 0.614545 2.30 0.12 -0.56 -0.43
O 2.343714 0.771604 1.295060 -0.89 1.12 0.41 -0.63
C -0.317214 -0.290017 -0.433406 -6.53 0.70 2.07 0.56
C 1.510344 0.363702 0.344433 -1.72 -1.33 1.02 0.52
C 0.525371 -0.870618 -1.214262 -2.65 -2.64 -4.27 -0.37
C -2.343158 0.303274 0.559032 -3.28 2.05 2.29 -0.29
C 1.692974 -0.508552 -0.661923 7.37 2.15 -2.06 -0.39
H -2.674866 -0.520227 1.564495 1.50 2.56 -2.97 0.18
H 0.208421 -1.413862 -2.164920 0.90 0.80 1.67 0.25
H -1.741750 1.390429 0.946006 -2.12 -3.55 -0.93 0.21
H -3.411749 0.609488 0.066079 2.51 -0.55 1.58 0.20
H 2.629036 -0.377917 -1.327818 -1.09 -0.93 1.57 0.22
H 3.132618 0.429662 0.920927 1.97 -0.27 0.19 0.49
```
Forces are in eV/Å.

Output
HOMO energy, eV: -7.73
Multiplicity: 1
Largest force on an atom, eV/Å: 7.94
Electronic energy, eV: -11420.29982
Energy above the lowest of the compared OMol25 structures with the same formula, charge and spin, eV: 4.112
Net charge: 0
Kohn-Sham gap, eV: 8.43


DFT (ωB97M-V with the def2-TZVPD basis set) results for the molecule C5H6O3 in a non-equilibrium geometry.

Structure (XYZ):
```
14
Properties=species:S:1:pos:R:3:forces:R:3:nbo_charge:R:1
O -0.666941 0.087518 1.443734 -0.16 1.08 0.61 -0.52
O 1.585551 -0.244921 -0.568347 -0.10 -0.49 0.16 -0.51
O -0.368042 0.615696 -1.551610 0.13 -0.24 -0.01 -0.50
C -1.481372 0.251628 -0.854442 0.14 0.17 1.05 0.07
C 1.309695 -0.981490 0.555242 -0.20 0.18 -0.08 0.07
C 0.309829 -0.841494 1.429167 1.52 -1.29 0.50 0.01
C -1.614734 0.110105 0.478061 -1.13 -0.41 -1.71 0.01
C 0.822147 0.909281 -0.849135 0.59 -0.76 -1.17 0.22
H 0.661350 1.444691 0.053787 -0.38 0.69 0.66 0.17
H -2.349268 0.067638 -1.497250 0.43 0.37 0.29 0.21
H 2.030514 -1.791997 0.702580 -0.30 0.44 -0.10 0.20
H 1.450980 1.445357 -1.571173 -0.37 0.05 0.33 0.19
H -2.626209 -0.035285 0.840584 0.07 -0.16 0.10 0.19
H 0.354709 -1.484929 2.327899 -0.25 0.38 -0.63 0.19
```
Forces are in eV/Å.

Output
HOMO energy, eV: -8.67
Structure (SMILES): C1=C\OCO/C=C\O/1
Multiplicity: 1
Largest force on an atom, eV/Å: 2.09
Electronic energy, eV: -11421.86736
Energy above the lowest of the compared OMol25 structures with the same formula, charge and spin, eV: 2.545
Net charge: 0
Kohn-Sham gap, eV: 9.60


DFT (ωB97M-V with the def2-TZVPD basis set) results for a structure of composition C5H6O4Tl in a non-equilibrium geometry.

Structure (XYZ):
```
16
Properties=species:S:1:pos:R:3:forces:R:3:mulliken_spin:R:1
Tl 2.099494 -5.339780 -2.685303 1.00 -1.39 -0.83 0.15
O -4.230310 3.036241 0.617423 0.61 -0.29 0.19 0.00
O 1.014178 -4.442187 -0.838371 -0.32 0.20 0.52 0.10
O -1.063904 -1.080907 -0.049778 -0.49 0.33 1.46 0.01
O 1.101887 -3.250561 -2.724118 -0.32 0.55 0.02 0.09
C -3.178888 2.518205 0.917145 -0.64 0.36 -0.03 0.00
C -1.384907 -0.873043 1.108764 0.63 -0.45 -1.45 0.00
C 0.743841 -3.467133 -1.555890 -0.33 0.60 0.29 0.64
C -2.200432 0.298560 1.561585 -0.15 0.14 0.29 0.00
C -2.716118 1.179431 0.429182 0.18 -0.10 -0.30 0.00
H -2.467685 3.049464 1.592336 -0.08 -0.07 -0.09 0.00
H -1.553123 0.867441 2.252256 -0.16 -0.08 -0.12 0.00
H -3.021039 -0.091359 2.184174 0.15 0.12 -0.10 0.00
H -3.516416 0.693365 -0.143524 0.24 0.14 0.15 0.00
H -1.044396 -1.561307 1.911639 -0.09 0.09 -0.11 0.00
H -1.880328 1.385993 -0.263200 -0.22 -0.17 0.13 0.00
```
Forces are in eV/Å.

Output
HOMO energy (spin up / spin down), eV: -7.35 / -9.90
Multiplicity: 2
Largest force on an atom, eV/Å: 1.90
Electronic energy, eV: -18163.53015
Net charge: 0
Kohn-Sham gap (spin up / spin down), eV: 7.06 / 9.60


DFT (ωB97M-V with the def2-TZVPD basis set) results for a structure of composition C5H6O4Tl in a non-equilibrium geometry.

Structure (XYZ):
```
16
Properties=species:S:1:pos:R:3:forces:R:3:nbo_charge:R:1
Tl -2.187609 2.259618 -0.181559 0.16 1.94 0.25 0.79
O 0.737547 0.352639 0.570650 -0.59 0.00 -0.31 -0.51
O -1.574515 0.568962 -1.860239 -0.50 -1.73 -0.46 -0.50
O -2.919262 0.065008 0.405792 -0.07 -1.60 -0.07 -0.51
O 1.642124 2.258290 0.087809 0.52 0.15 0.07 -0.65
C -2.603487 -0.869742 -0.297643 -0.45 0.09 0.48 0.37
C -1.877227 -0.585871 -1.608914 1.53 0.97 -0.02 0.35
C 2.023834 -1.519490 1.116327 0.15 0.25 -0.64 -0.39
C 1.972990 -0.212931 0.898324 0.87 -0.56 -0.18 0.06
C 0.544749 1.567404 0.134687 -0.56 -0.12 0.31 0.44
H -2.766048 -1.921272 -0.001240 -0.08 0.24 -0.04 0.18
H 2.835600 0.446618 0.830593 -0.33 -0.12 0.37 0.22
H 1.454983 3.172658 -0.161467 -0.01 -0.04 -0.11 0.52
H 2.989005 -1.988729 1.302697 -0.33 0.16 0.08 0.24
H 1.162651 -2.162713 0.929401 0.15 0.23 0.45 0.21
H -1.435333 -1.430444 -2.165211 -0.46 0.14 -0.17 0.18
```
Forces are in eV/Å.

Output
HOMO energy, eV: -12.97
Multiplicity: 1
Largest force on an atom, eV/Å: 1.96
Electronic energy, eV: -18155.98732
Energy above the lowest of the compared OMol25 structures with the same formula, charge and spin, eV: 0.000
Net charge: +1
Kohn-Sham gap, eV: 7.16


DFT (ωB97M-V with the def2-TZVPD basis set) results for a structure of composition C5H6O4Tl in a non-equilibrium geometry.

Structure (XYZ):
```
16
Properties=species:S:1:pos:R:3:forces:R:3:mulliken_charge:R:1
Tl -2.851173 -1.246542 -3.268095 -7.22 -4.08 -8.05 0.98
O 3.024030 -0.805112 0.116976 0.31 -0.59 -0.74 0.12
O -0.627172 0.106951 -0.822765 1.77 0.43 0.75 -0.21
O -2.423466 -1.110604 -1.363611 1.37 0.50 4.98 -0.39
O -1.214138 -0.214636 -2.953836 3.92 2.79 1.79 -0.40
C -0.494292 -0.561377 0.428411 -2.11 0.10 -0.77 -0.70
C 2.140109 -0.195219 0.420884 -0.49 2.49 3.34 0.34
C 0.531744 0.138473 1.309860 0.24 -0.02 -2.52 0.00
C -1.438307 -0.405391 -1.724682 0.99 0.21 0.68 0.78
C 1.331227 1.352525 0.859611 -0.27 -2.03 -0.80 -0.74
H -1.453914 -0.531856 0.959518 -0.04 -0.06 0.10 0.54
H 1.351031 0.868705 2.235036 -0.63 0.52 -0.99 0.61
H 1.178764 1.726119 -0.163238 -0.59 0.00 -0.56 0.44
H 1.216595 2.284710 1.427554 1.75 1.04 0.79 0.55
H -0.015041 0.214009 2.264391 0.72 -1.28 1.67 0.56
H -0.255998 -1.620755 0.273985 0.27 -0.02 0.34 0.52
```
Forces are in eV/Å.

Output
HOMO energy (spin up / spin down), eV: -23.39 / -21.50
Multiplicity: 1
Largest force on an atom, eV/Å: 11.56
Electronic energy, eV: -18118.27962
Energy above the lowest of the compared OMol25 structures with the same formula, charge and spin, eV: 6.465
Net charge: +3
Kohn-Sham gap (spin up / spin down), eV: 6.52 / 4.74